Version w
# C43H31Cl2F13N2O9STa

C43H31Cl2F13N2O9STa as an isolated structure (the ωB97M-V functional and the def2-TZVPD basis, the Open Molecules 2025 dataset).

Geometry (Å):
Ta1 0.997 -0.201 -1.446
C1 -5.439 -1.845 -1.871
C2 -4.013 -1.983 -1.411
C3 -3.666 -1.754 -0.087
C4 -2.349 -1.791 0.327
C5 -1.312 -2.049 -0.577
N1 0.043 -1.948 -0.280
C6 0.556 -2.510 0.868
C7 -0.214 -3.404 1.645
C8 0.274 -4.026 2.773
C9 1.580 -3.827 3.202
C10 2.146 -4.524 4.412
C11 2.373 -3.002 2.425
C12 1.898 -2.343 1.293
C13 2.933 -1.606 0.461
O1 2.422 -0.937 -0.628
C14 4.002 -2.637 -0.073
F1 5.045 -2.759 0.781
F2 3.491 -3.865 -0.222
F3 4.491 -2.252 -1.250
C15 3.724 -0.507 1.252
F4 2.920 0.506 1.586
F5 4.700 -0.009 0.472
F6 4.302 -0.918 2.393
C16 -1.667 -2.313 -1.915
C17 -2.997 -2.270 -2.313
C18 -0.489 -2.457 -2.871
O2 0.281 -1.304 -2.848
C19 -0.921 -2.620 -4.347
F7 0.125 -2.683 -5.175
F8 -1.656 -1.560 -4.740
F9 -1.673 -3.725 -4.541
C20 0.411 -3.730 -2.519
F10 0.586 -4.540 -3.584
F11 -0.135 -4.516 -1.577
F12 1.642 -3.399 -2.130
H1 -6.135 -2.222 -1.121
H2 -5.606 -2.382 -2.804
H3 -5.669 -0.790 -2.044
H4 -4.442 -1.517 0.634
H5 -2.098 -1.579 1.358
H6 -1.214 -3.640 1.313
H7 -0.378 -4.695 3.325
H8 1.463 -5.294 4.771
H9 2.331 -3.823 5.230
H10 3.098 -4.999 4.168
H11 3.411 -2.886 2.706
H12 -3.274 -2.470 -3.338
C21 -5.215 1.727 3.424
C22 -4.200 2.811 3.057
C23 -3.855 3.739 4.215
C24 -3.177 2.958 5.335
C25 -2.010 2.173 4.792
C26 -0.975 1.790 5.620
C27 0.113 1.096 5.105
F13 1.098 0.742 5.957
C28 0.213 0.787 3.777
C29 -0.825 1.166 2.921
C30 -0.700 0.852 1.489
O3 0.315 0.286 1.075
C31 -1.823 1.230 0.687
C32 -2.875 1.875 1.251
N2 -2.969 2.190 2.558
C33 -1.945 1.844 3.424
C34 -1.874 1.019 -0.792
O4 -2.898 1.300 -1.393
O5 -0.820 0.520 -1.368
H13 -6.119 2.172 3.842
H14 -4.795 1.031 4.151
H15 -5.481 1.159 2.532
H16 -4.606 3.406 2.238
H17 -4.763 4.226 4.575
H18 -3.176 4.512 3.848
H19 -3.897 2.283 5.806
H20 -2.824 3.640 6.109
H21 -0.999 2.031 6.675
H22 1.069 0.269 3.365
H23 -3.697 2.163 0.608
O6 -0.001 3.082 -0.349
C35 1.125 2.652 -0.213
O7 1.664 1.638 -0.821
H24 1.819 3.161 0.483
Cl1 -1.768 2.288 -5.727
C36 -1.456 1.765 -4.074
Cl2 0.282 1.749 -3.715
H25 -1.824 0.755 -3.947
H26 -1.952 2.434 -3.388
O8 5.841 5.855 -4.369
C37 5.842 4.735 -5.137
O9 6.446 4.755 -6.177
C38 5.081 3.569 -4.635
C39 4.528 3.485 -3.356
C40 3.828 2.367 -2.948
C41 3.636 1.281 -3.810
S1 2.774 -0.183 -3.398
C42 4.208 1.362 -5.090
C43 4.916 2.474 -5.486
H27 5.291 5.730 -3.591
H28 4.656 4.283 -2.630
H29 3.435 2.316 -1.948
H30 4.080 0.525 -5.766
H31 5.353 2.529 -6.475

The total charge is -1. As for the frontier orbital gap: 6.65 eV. As for the HOMO energy: -0.18260 Eh.

Version x
# C43H31Cl2F13N2O9STa

C43H31Cl2F13N2O9STa as an isolated structure (the ωB97M-V functional and the def2-TZVPD basis, the Open Molecules 2025 dataset).

Geometry (Å):
Ta1 -0.036 -0.422 -0.213
C1 -5.681 1.469 4.157
C2 -4.351 1.229 3.495
C3 -3.179 1.808 3.955
C4 -1.970 1.581 3.330
C5 -1.841 0.776 2.180
N1 -0.612 0.655 1.535
C6 0.436 1.474 2.027
C7 0.316 2.866 1.986
C8 1.328 3.686 2.430
C9 2.514 3.144 2.925
C10 3.637 4.032 3.392
C11 2.650 1.767 2.926
C12 1.637 0.923 2.468
C13 1.822 -0.589 2.325
O1 1.220 -1.105 1.194
C14 3.329 -0.971 2.175
F1 4.075 -0.754 3.275
F2 3.481 -2.260 1.875
F3 3.886 -0.263 1.182
C15 1.249 -1.304 3.583
F4 1.352 -2.636 3.495
F5 1.896 -0.925 4.702
F6 -0.036 -1.015 3.770
C16 -3.020 0.099 1.785
C17 -4.228 0.361 2.423
C18 -2.982 -0.985 0.725
O2 -1.897 -0.883 -0.097
C19 -4.205 -0.937 -0.245
F7 -5.333 -1.435 0.303
F8 -3.980 -1.645 -1.348
F9 -4.466 0.315 -0.623
C20 -2.942 -2.386 1.409
F10 -1.768 -2.556 2.018
F11 -3.905 -2.524 2.338
F12 -3.098 -3.385 0.529
H1 -5.631 2.325 4.831
H2 -6.462 1.667 3.421
H3 -5.997 0.603 4.744
H4 -3.201 2.451 4.830
H5 -1.092 2.042 3.753
H6 -0.602 3.282 1.588
H7 1.206 4.763 2.386
H8 3.255 4.901 3.929
H9 4.314 3.493 4.056
H10 4.226 4.400 2.548
H11 3.579 1.349 3.287
H12 -5.118 -0.156 2.090
C21 -0.811 5.025 -5.947
C22 -1.047 5.727 -4.616
C23 -2.207 6.705 -4.726
C24 -2.397 7.452 -3.418
C25 -2.566 6.476 -2.287
C26 -3.263 6.827 -1.150
C27 -3.428 5.912 -0.120
F13 -4.120 6.304 0.970
C28 -2.925 4.643 -0.193
C29 -2.217 4.270 -1.338
C30 -1.685 2.883 -1.394
O3 -1.903 2.113 -0.472
C31 -0.908 2.591 -2.578
C32 -0.783 3.536 -3.545
N2 -1.319 4.773 -3.520
C33 -2.030 5.179 -2.384
C34 -0.258 1.279 -2.878
O4 0.379 1.131 -3.910
O5 -0.441 0.312 -2.031
H13 -0.789 5.779 -6.734
H14 -1.618 4.322 -6.163
H15 0.134 4.488 -5.986
H16 -0.147 6.295 -4.348
H17 -3.115 6.151 -4.983
H18 -2.000 7.399 -5.541
H19 -3.264 8.112 -3.466
H20 -1.525 8.088 -3.234
H21 -3.694 7.816 -1.054
H22 -3.063 3.916 0.598
H23 -0.219 3.263 -4.422
O6 1.301 1.352 -0.425
C35 2.196 0.697 -1.040
O7 2.012 -0.509 -1.268
H24 3.115 1.201 -1.360
Cl1 -2.904 1.180 -5.721
C36 -1.993 -0.316 -5.393
Cl2 -2.706 -1.258 -4.087
H25 -0.988 -0.027 -5.103
H26 -2.015 -0.906 -6.301
O8 5.392 -4.834 -4.345
C37 5.248 -4.594 -3.014
O9 6.183 -4.784 -2.285
C38 3.912 -4.115 -2.565
C39 2.967 -3.572 -3.434
C40 1.738 -3.147 -2.961
C41 1.424 -3.263 -1.608
S1 -0.173 -2.758 -1.048
C42 2.370 -3.804 -0.739
C43 3.602 -4.213 -1.210
H27 4.536 -4.736 -4.777
H28 3.186 -3.421 -4.487
H29 1.016 -2.698 -3.630
H30 2.126 -3.879 0.309
H31 4.345 -4.619 -0.537

The total charge is -1. As for the frontier orbital gap: 6.78 eV. As for the HOMO energy: -0.18009 Eh.

Which structure is the most stable? The one labeled version x.

Version w
# C21H22N2O3

An isolated molecule of C21H22N2O3 (the ωB97M-V functional and the def2-TZVPD basis, the Open Molecules 2025 dataset).

Geometry (Å):
O1 -1.483 -3.338 -0.137
C1 -1.653 -2.168 0.142
C2 -0.571 -1.298 0.597
C3 -0.766 0.037 0.860
O2 0.199 0.824 1.272
H1 1.046 0.261 1.343
C4 -2.099 0.692 0.689
C5 -2.956 -0.051 -0.340
C6 -4.326 0.539 -0.415
C7 -5.045 1.032 -1.463
C8 -6.294 1.439 -0.933
C9 -6.241 1.163 0.396
O3 -5.056 0.619 0.720
H2 -6.950 1.301 1.188
H3 -7.111 1.874 -1.471
H4 -4.727 1.097 -2.484
C10 -3.025 -1.528 0.059
H5 -3.490 -1.613 1.046
H6 -3.633 -2.098 -0.646
H7 -2.497 0.034 -1.330
H8 -2.615 0.687 1.654
H9 -1.945 1.735 0.405
C11 0.744 -1.881 0.739
N1 1.726 -1.194 1.169
C12 3.055 -1.718 1.196
H10 3.086 -2.810 1.074
H11 3.504 -1.445 2.153
C13 3.847 -1.064 0.041
N2 3.453 -1.705 -1.205
H12 2.487 -2.016 -1.137
C14 3.571 -0.839 -2.358
H13 3.308 -1.418 -3.247
C15 2.675 0.395 -2.222
C16 3.052 1.129 -0.966
C17 2.849 2.500 -0.859
C18 3.234 3.188 0.275
C19 3.854 2.508 1.310
C20 4.063 1.147 1.210
C21 3.647 0.440 0.087
H14 4.559 0.622 2.014
H15 4.178 3.040 2.192
H16 3.064 4.252 0.346
H17 2.387 3.027 -1.682
H18 2.777 1.052 -3.088
H19 1.628 0.074 -2.167
H20 4.617 -0.529 -2.442
H21 4.916 -1.278 0.194
H22 0.831 -2.937 0.462

The total charge is 0. As for the frontier orbital gap: 9.33 eV. As for the SMILES: O=C1C[C@@H](c2ccco2)CC(O)=C1/C=N/C[C@H]1NCCc2ccccc21. As for the HOMO energy: -0.32067 Eh.

Version x
# C21H22N2O3

C21H22N2O3 as an isolated structure (the ωB97M-V functional and the def2-TZVPD basis, the Open Molecules 2025 dataset).

Geometry (Å):
C1 -7.308 -1.716 -0.580
C2 -5.729 -1.638 -0.313
O1 -5.383 -0.168 -0.256
C3 -4.213 0.056 0.064
C4 -3.208 -0.983 0.192
C5 -2.030 -0.419 0.718
C6 -1.812 0.905 0.907
C7 -2.776 1.951 0.361
C8 -4.062 1.484 0.067
H1 -4.778 2.097 -0.047
H2 -2.627 3.189 0.555
N1 -0.528 1.535 0.984
C9 0.100 2.508 1.073
O2 -0.504 3.810 1.041
C10 1.553 2.686 1.480
N2 2.250 1.592 1.171
C11 2.770 0.349 1.744
C12 3.342 -0.409 0.913
C13 3.464 0.392 -0.523
C14 3.804 0.024 -1.618
C15 3.562 0.861 -2.856
C16 2.798 2.155 -2.411
C17 2.434 2.515 -1.264
C18 2.614 1.563 -0.105
H3 1.896 3.490 -1.401
H4 2.836 2.746 -3.412
H5 3.986 0.446 -3.755
H6 4.408 -0.774 -1.965
C19 3.832 -1.661 1.427
O3 3.859 -1.965 2.564
C20 4.548 -2.460 0.262
C21 3.413 -3.289 -0.630
H7 3.920 -3.896 -1.213
H8 2.781 -3.974 0.133
H9 2.795 -2.603 -1.024
H10 5.261 -1.822 -0.301
H11 5.132 -3.314 0.695
H12 2.568 0.394 3.010
H13 1.587 2.683 2.716
H14 1.868 3.794 1.399
H15 0.293 0.594 1.424
H16 -1.318 -0.964 1.101
H17 -3.489 -1.914 0.327
H18 -5.325 -2.265 -1.054
H19 -5.800 -2.060 0.583
H20 -7.797 -1.286 0.086
H21 -7.579 -2.867 -0.692
H22 -7.408 -1.373 -1.579

The total charge is 0. As for the frontier orbital gap: 7.97 eV. As for the HOMO energy: -0.28873 Eh.

Which structure is the most stable? The one labeled version w.

Version w
# C6H10OSi

A 2-piece molecular cluster, C6H10OSi overall (the ωB97M-V functional and the def2-TZVPD basis, the Open Molecules 2025 dataset).

Geometry (Å):
C1 -1.361 -2.297 1.393
C2 -0.295 -1.376 1.597
C3 -1.457 -2.268 0.031
C4 0.165 -0.909 0.346
C5 -0.779 2.797 0.669
C6 1.596 0.738 -2.108
O1 -0.611 -1.485 -0.553
Si1 1.435 0.347 -0.232
H1 -1.959 -2.777 2.098
H2 0.166 -1.048 2.576
H3 -2.130 -2.741 -0.563
H4 -0.478 3.351 -0.100
H5 -1.742 2.210 0.623
H6 -0.323 2.834 1.606
H7 2.596 0.609 -2.463
H8 1.088 0.231 -2.913
H9 1.305 1.710 -2.409
H10 2.784 0.075 0.401

The total charge is 0. As for the frontier orbital gap (spin up / spin down): 7.14 / 8.04 eV. As for the HOMO energy (spin up / spin down): -0.25336 / -0.30632 Eh.

Version x
# C6H10OSi

An isolated molecule of C6H10OSi (the ωB97M-V functional and the def2-TZVPD basis, the Open Molecules 2025 dataset).

Geometry (Å):
C1 2.449 -0.715 -1.366
C2 -1.558 2.470 -1.245
C3 1.798 -1.300 -0.334
C4 -1.772 2.493 0.090
C5 0.618 -0.786 0.443
C6 -0.149 -1.967 0.946
O1 -0.053 0.375 0.501
Si1 -1.267 1.363 1.395
H1 3.242 -1.269 -1.805
H2 2.100 0.234 -1.643
H3 -1.606 3.380 -1.634
H4 -1.379 1.561 -1.813
H5 2.182 -2.262 0.049
H6 -1.932 3.443 0.473
H7 -0.963 -1.696 1.615
H8 -0.636 -2.562 0.187
H9 0.513 -2.747 1.456
H10 -2.444 0.796 2.286

The total charge is 0. As for the frontier orbital gap (spin up / spin down): 5.72 / 8.00 eV. As for the HOMO energy (spin up / spin down): -0.24143 / -0.27594 Eh.

Which structure is the most stable? The one labeled version x.

Version w
# C4H8FN2

A 2-piece molecular cluster, C4H8FN2 overall (the ωB97M-V functional and the def2-TZVPD basis, the Open Molecules 2025 dataset).

Geometry (Å):
C1 1.717 0.570 -0.062
C2 -0.851 -0.548 0.735
C3 3.860 -0.410 -0.668
C4 -2.035 0.788 -0.828
N1 2.860 0.131 -0.107
N2 -1.613 -0.516 -0.302
F1 1.470 1.489 0.867
H1 -0.483 -1.355 1.339
H2 -0.576 0.465 1.043
H3 4.014 0.015 -1.632
H4 4.496 -1.222 -0.294
H5 -1.389 1.562 -0.618
H6 -2.183 0.536 -1.907
H7 -2.972 0.784 -0.460
H8 -1.798 -1.376 -0.757

The total charge is +1. As for the frontier orbital gap: 8.15 eV. As for the HOMO energy: -0.46817 Eh.

Version x
# C4H8FN2

A 2-piece molecular cluster, C4H8FN2 overall (the ωB97M-V functional and the def2-TZVPD basis, the Open Molecules 2025 dataset).

Geometry (Å):
C1 1.427 -0.181 -0.370
C2 -1.761 1.063 0.118
C3 -1.752 -0.328 0.788
C4 -1.321 -0.160 -0.584
N1 1.731 0.838 0.403
N2 2.138 -1.236 -0.798
F1 -1.573 -0.711 -1.718
H1 -2.711 1.462 -0.242
H2 -0.900 1.747 0.142
H3 -1.094 -0.521 1.663
H4 -2.640 -0.948 1.005
H5 0.965 1.492 0.568
H6 2.677 0.852 0.874
H7 1.767 -1.874 -1.441
H8 3.047 -1.493 -0.408

The total charge is +1. As for the frontier orbital gap (spin up / spin down): 7.95 / 7.96 eV. As for the HOMO energy (spin up / spin down): -0.49076 / -0.49080 Eh.

Which structure is the most stable? The one labeled version w.